This record from the OMol25 dataset describes 11 unconnected molecules or ions with the total composition C49H116N4O17. The level of theory is ωB97M-V with the def2-TZVPD basis set.

Output
HOMO-LUMO gap   8.92 eV
Structure (SMILES)   CC1(C)CCCC(C)(C)N1O.CC1(C)CCCC(C)(C)N1O.CC1(C)CCCC(C)(C)N1O.CC1(C)CCCC(C)(C)N1O.OCCO.OCCO.OCCO.OCCO.OCCO.OCCO.CO
Total charge   0
F_max   4.1 eV/Å
HOMO   -8.640 eV
E   -3434.35944 hartree
E_LUMO   0.3 eV

Geometry (Å):
C (1.22, -20.38, 18.52)
C (1.59, -21.34, 17.45)
C (1.85, -22.64, 18.22)
C (0.53, -21.60, 16.46)
C (0.29, -20.48, 15.50)
C (1.66, -20.07, 14.89)
C (2.74, -19.80, 15.92)
C (4.07, -19.72, 15.17)
C (2.61, -18.49, 16.65)
N (2.86, -21.00, 16.78)
O (3.78, -20.74, 17.80)
H (0.23, -20.67, 18.89)
H (1.99, -20.37, 19.30)
H (1.12, -19.41, 18.14)
H (0.95, -22.91, 18.77)
H (2.11, -23.45, 17.47)
H (2.68, -22.66, 18.89)
H (0.73, -22.52, 15.84)
H (-0.35, -21.78, 17.06)
H (-0.45, -20.75, 14.79)
H (-0.16, -19.62, 16.02)
H (1.66, -19.18, 14.23)
H (1.95, -20.90, 14.22)
H (3.97, -19.12, 14.22)
H (4.55, -20.66, 14.99)
H (4.84, -19.23, 15.83)
H (3.27, -18.54, 17.50)
H (1.62, -18.19, 16.93)
H (2.98, -17.72, 16.00)
H (4.41, -21.50, 17.71)
C (3.51, -19.68, 6.89)
C (2.81, -20.31, 8.09)
C (1.45, -20.96, 7.70)
C (3.78, -21.33, 8.75)
C (3.49, -21.70, 10.19)
C (3.45, -20.43, 11.00)
C (2.41, -19.44, 10.49)
C (0.98, -19.86, 10.80)
C (2.64, -18.08, 11.23)
N (2.67, -19.18, 9.10)
O (1.79, -18.23, 8.56)
H (3.15, -18.68, 6.68)
H (4.60, -19.56, 7.03)
H (3.27, -20.24, 6.00)
H (0.76, -20.22, 7.27)
H (1.65, -21.61, 6.85)
H (1.01, -21.52, 8.52)
H (3.81, -22.25, 8.11)
H (4.70, -20.81, 8.67)
H (2.54, -22.20, 10.41)
H (4.26, -22.41, 10.42)
H (4.43, -19.98, 10.87)
H (3.42, -20.66, 12.05)
H (0.40, -19.00, 10.68)
H (0.82, -20.20, 11.85)
H (0.58, -20.66, 10.19)
H (2.69, -18.23, 12.34)
H (1.85, -17.38, 10.97)
H (3.60, -17.70, 11.01)
H (0.99, -18.69, 8.43)
C (3.94, -24.96, 15.93)
C (3.63, -26.01, 14.86)
C (3.82, -27.43, 15.51)
C (2.17, -25.91, 14.43)
C (1.86, -24.74, 13.50)
C (2.78, -24.85, 12.33)
C (4.23, -24.74, 12.74)
C (5.06, -24.84, 11.42)
C (4.46, -23.34, 13.42)
N (4.48, -25.85, 13.65)
O (5.82, -25.82, 14.02)
H (3.76, -25.29, 16.93)
H (4.98, -24.63, 16.00)
H (3.30, -24.07, 15.81)
H (3.30, -27.48, 16.51)
H (3.35, -28.15, 14.89)
H (4.85, -27.73, 15.75)
H (1.93, -26.81, 13.92)
H (1.64, -25.89, 15.34)
H (0.77, -24.88, 13.27)
H (1.95, -23.73, 13.88)
H (2.54, -24.04, 11.61)
H (2.58, -25.77, 11.67)
H (6.13, -24.90, 11.61)
H (4.93, -24.02, 10.76)
H (4.90, -25.80, 10.95)
H (5.38, -23.16, 13.90)
H (3.84, -23.05, 14.23)
H (4.38, -22.62, 12.66)
H (5.94, -25.01, 14.60)
C (7.90, -19.50, 8.63)
C (8.37, -17.99, 8.50)
C (9.64, -17.85, 7.62)
C (7.17, -17.17, 7.86)
C (5.98, -16.97, 8.81)
C (6.39, -16.20, 10.06)
C (7.52, -16.84, 10.74)
C (8.25, -15.88, 11.65)
C (6.99, -17.97, 11.68)
N (8.56, -17.32, 9.75)
O (9.56, -17.98, 10.52)
H (8.63, -20.08, 9.33)
H (6.90, -19.53, 9.12)
H (7.79, -19.90, 7.62)
H (10.51, -18.29, 8.09)
H (9.48, -18.25, 6.63)
H (9.90, -16.82, 7.44)
H (7.58, -16.19, 7.62)
H (6.79, -17.65, 6.95)
H (5.17, -16.50, 8.22)
H (5.60, -17.95, 9.08)
H (5.56, -15.89, 10.73)
H (6.68, -15.18, 9.72)
H (8.86, -16.57, 12.26)
H (7.60, -15.29, 12.27)
H (8.92, -15.19, 11.12)
H (6.21, -17.59, 12.39)
H (7.83, -18.34, 12.25)
H (6.56, -18.76, 11.15)
H (9.23, -18.80, 10.95)
O (11.56, -23.57, 10.65)
C (11.88, -22.31, 11.21)
C (12.33, -22.65, 12.59)
O (11.28, -23.10, 13.41)
H (11.28, -23.38, 9.73)
H (12.65, -21.87, 10.58)
H (10.93, -21.74, 11.25)
H (12.68, -21.64, 12.99)
H (13.15, -23.36, 12.52)
H (10.73, -22.40, 13.68)
O (10.42, -22.30, 8.34)
C (9.92, -23.24, 7.47)
C (8.76, -24.10, 7.86)
O (7.56, -23.36, 7.90)
H (9.70, -21.94, 8.91)
H (9.56, -22.73, 6.57)
H (10.77, -23.89, 7.07)
H (8.94, -24.74, 8.80)
H (8.64, -24.87, 7.02)
H (7.46, -22.88, 8.74)
O (8.13, -22.71, 10.46)
C (7.36, -21.83, 11.29)
C (8.10, -21.24, 12.51)
O (8.68, -22.24, 13.35)
H (8.43, -23.51, 11.01)
H (7.04, -20.92, 10.69)
H (6.40, -22.28, 11.57)
H (7.43, -20.64, 13.01)
H (8.89, -20.68, 12.01)
H (9.16, -22.90, 12.82)
O (7.15, -22.89, 15.48)
C (7.18, -21.90, 16.49)
C (6.76, -22.50, 17.82)
O (5.36, -22.93, 17.79)
H (7.79, -22.67, 14.78)
H (8.23, -21.52, 16.60)
H (6.52, -21.07, 16.24)
H (6.80, -21.70, 18.60)
H (7.40, -23.39, 18.04)
H (5.23, -23.53, 17.02)
O (11.13, -19.32, 12.57)
C (11.31, -19.21, 13.96)
C (10.08, -18.69, 14.71)
O (9.97, -17.34, 14.37)
H (11.04, -18.50, 12.07)
H (11.59, -20.18, 14.33)
H (12.21, -18.58, 14.15)
H (10.31, -18.94, 15.82)
H (9.20, -19.32, 14.39)
H (9.17, -17.02, 14.83)
O (8.31, -27.79, 13.39)
C (8.60, -26.85, 12.35)
C (9.19, -25.56, 12.94)
O (9.28, -24.67, 11.81)
H (7.44, -27.43, 13.67)
H (9.36, -27.21, 11.66)
H (7.68, -26.60, 11.81)
H (10.14, -25.70, 13.42)
H (8.52, -25.18, 13.71)
H (10.25, -24.50, 11.73)
C (4.81, -25.39, 6.81)
O (5.06, -24.08, 6.37)
H (4.45, -25.40, 7.87)
H (4.15, -25.81, 6.09)
H (5.72, -25.95, 6.66)
H (5.71, -23.62, 6.92)



This record from the OMol25 dataset describes a molecular structure, C22H36CrF5N3O7Si4Te2. The level of theory is ωB97M-V with the def2-TZVPD basis set.

Output
HOMO-LUMO gap (spin up / spin down)   4.74 / 4.96 eV
Total charge   -1
F_max   4.3 eV/Å
HOMO (spin up / spin down)   -5.251 / -5.269 eV
E   -4788.74738 hartree
E_LUMO (spin up / spin down)   -0.5 / -0.3 eV
Spin multiplicity   2

Geometry (Å):
Cr (-0.95, -0.43, 0.89)
O (3.26, -0.92, 0.87)
C (2.22, -0.25, 0.36)
O (2.02, 0.91, 0.55)
C (1.42, -1.07, -0.61)
C (1.98, -2.05, -1.39)
C (1.16, -2.80, -2.26)
C (-0.13, -2.42, -2.45)
C (-0.62, -1.27, -1.74)
N (0.12, -0.75, -0.69)
C (-2.12, -1.17, -1.49)
O (-2.89, -1.73, -2.26)
O (-2.42, -0.47, -0.45)
H (3.65, -0.38, 1.58)
H (3.03, -2.29, -1.29)
H (1.56, -3.67, -2.76)
H (-0.84, -2.94, -3.08)
O (-0.97, 1.24, 1.21)
N (-1.41, 2.45, 1.13)
N (-1.57, 2.82, -0.11)
O (-1.14, 2.12, -1.07)
C (-2.40, 3.94, -0.37)
C (-2.99, 4.66, 0.67)
C (-3.89, 5.66, 0.37)
C (-4.19, 5.96, -0.95)
C (-3.58, 5.26, -1.98)
C (-2.67, 4.26, -1.70)
H (-2.75, 4.40, 1.69)
H (-4.37, 6.21, 1.16)
H (-4.90, 6.75, -1.19)
H (-3.81, 5.48, -3.01)
H (-2.19, 3.69, -2.48)
C (-4.14, -2.34, -5.23)
Si (-2.51, -2.13, -6.17)
C (-1.56, -3.78, -6.14)
C (-2.92, -1.83, -8.00)
Si (-1.11, -0.39, -5.41)
Te (-1.07, 0.51, -3.05)
Si (1.11, -0.59, -6.25)
C (1.11, -0.88, -8.13)
C (1.98, 1.07, -5.92)
C (2.21, -1.92, -5.46)
Si (-1.97, 1.68, -6.21)
C (-1.05, 3.20, -5.51)
C (-3.77, 1.80, -5.63)
C (-1.95, 1.92, -8.10)
H (-4.55, -3.35, -5.36)
H (-4.88, -1.62, -5.57)
H (-3.98, -2.18, -4.17)
H (-2.15, -4.57, -6.63)
H (-1.36, -4.11, -5.12)
H (-0.61, -3.71, -6.67)
H (-3.45, -2.69, -8.42)
H (-2.02, -1.67, -8.60)
H (-3.56, -0.95, -8.13)
H (0.48, -0.15, -8.64)
H (0.73, -1.88, -8.38)
H (2.12, -0.80, -8.54)
H (1.58, 1.86, -6.55)
H (3.06, 1.01, -6.10)
H (1.83, 1.37, -4.88)
H (1.78, -2.92, -5.56)
H (2.33, -1.71, -4.39)
H (3.20, -1.93, -5.90)
H (-0.72, 2.99, -4.50)
H (-1.70, 4.08, -5.48)
H (-0.17, 3.45, -6.10)
H (-3.83, 1.49, -4.58)
H (-4.44, 1.14, -6.19)
H (-4.16, 2.82, -5.69)
H (-0.92, 2.03, -8.47)
H (-2.50, 2.82, -8.39)
H (-2.39, 1.07, -8.63)
F (-0.19, -0.35, 4.35)
Te (-0.53, -1.93, 3.31)
F (-2.09, -0.63, 2.63)
F (-1.24, -2.30, 0.80)
F (1.19, -2.40, 4.21)
F (-1.79, -2.02, 4.94)
O (0.43, -0.90, 2.01)



This record from the OMol25 dataset describes a molecular structure, AsF6H30O15. The level of theory is ωB97M-V with the def2-TZVPD basis set.

Output
HOMO-LUMO gap   11.29 eV
Total charge   -1
F_max   2.5 eV/Å
HOMO   -9.344 eV
E   -3981.72829 hartree
E_LUMO   1.9 eV

Geometry (Å):
As (0.19, 0.23, 0.28)
F (-1.44, 0.93, -0.04)
F (-0.40, -1.29, -0.59)
F (1.75, -0.66, 0.66)
F (0.75, 1.74, 1.19)
F (-0.41, -0.42, 1.81)
F (0.91, 0.80, -1.26)
O (1.64, 3.34, -6.28)
H (1.88, 4.19, -6.65)
H (2.44, 3.03, -5.85)
O (-3.45, -3.96, 3.34)
H (-3.22, -4.82, 3.70)
H (-2.64, -3.66, 2.92)
O (2.90, -6.29, 0.22)
H (3.83, -6.49, 0.20)
H (2.86, -5.33, 0.15)
O (-4.62, 4.29, 1.19)
H (-4.66, 3.56, 1.81)
H (-4.13, 3.95, 0.44)
O (-5.36, 0.31, 4.45)
H (-6.11, -0.12, 4.87)
H (-4.64, -0.31, 4.56)
O (4.10, 2.50, 3.89)
H (3.56, 2.60, 4.68)
H (3.51, 2.73, 3.18)
O (-3.81, -5.19, -3.05)
H (-3.98, -5.81, -3.77)
H (-2.86, -5.21, -2.93)
O (-0.69, 0.62, 6.27)
H (0.07, 1.19, 6.39)
H (-0.69, 0.43, 5.33)
O (-0.79, 6.05, 0.47)
H (-1.40, 6.24, 1.18)
H (-0.36, 5.23, 0.74)
O (2.96, -3.83, -3.84)
H (2.40, -4.43, -4.33)
H (2.35, -3.20, -3.45)
O (5.86, -2.17, -1.35)
H (5.27, -2.35, -2.08)
H (5.29, -1.82, -0.67)
O (-1.79, 4.03, -3.88)
H (-1.04, 3.69, -4.37)
H (-1.41, 4.59, -3.21)
O (4.13, 4.01, -2.67)
H (4.63, 3.48, -3.28)
H (3.32, 3.53, -2.52)
O (-5.47, 0.53, -3.46)
H (-5.60, 0.47, -2.51)
H (-4.79, 1.20, -3.57)
O (2.90, -3.95, 4.23)
H (3.01, -3.40, 3.45)
H (3.29, -4.78, 3.99)



This record from the OMol25 dataset describes a gas-phase ion, C7H10 (charge -1). The level of theory is ωB97M-V with the def2-TZVPD basis set.

Output
HOMO-LUMO gap (spin up / spin down)   4.27 / 6.84 eV
Total charge   -1
F_max   1.6 eV/Å
HOMO (spin up / spin down)   -0.071 / -2.674 eV
E   -272.60989 hartree
E_LUMO (spin up / spin down)   4.2 / 4.2 eV
Spin multiplicity   2

Geometry (Å):
C (-0.43, -1.35, -1.44)
C (0.09, -0.04, -0.84)
C (-0.09, 1.11, -1.51)
C (1.65, -0.98, 0.86)
C (0.58, -0.15, 0.54)
C (0.08, 0.78, 1.50)
C (-1.24, 1.20, 1.59)
H (-1.07, -1.09, -2.27)
H (0.42, -2.02, -1.58)
H (-1.01, -1.82, -0.64)
H (-0.16, 2.01, -0.91)
H (-0.41, 1.16, -2.54)
H (1.82, -1.19, 1.90)
H (2.31, -1.40, 0.10)
H (0.80, 0.77, 2.33)
H (-1.50, 2.06, 2.20)
H (-1.84, 0.96, 0.72)



This record from the OMol25 dataset describes C2H4N2S2 in the gas phase. The level of theory is ωB97M-V with the def2-TZVPD basis set.

Output
HOMO-LUMO gap   8.32 eV
Structure (SMILES)   NC(=S)NC=S
Total charge   0
F_max   2.4 eV/Å
HOMO   -8.827 eV
E   -984.49458 hartree
E_LUMO   -0.5 eV

Geometry (Å):
N (-1.49, 1.03, -0.24)
C (-0.80, -0.12, -0.12)
S (-1.52, -1.60, -0.18)
N (0.55, 0.09, 0.13)
C (1.52, -0.85, 0.22)
S (3.09, -0.53, -0.27)
H (-2.48, 1.00, -0.27)
H (-1.06, 1.82, 0.24)
H (0.98, 1.01, -0.02)
H (1.22, -1.85, 0.51)



Please write out number 4 again, unchanged.
This record from the OMol25 dataset describes a gas-phase ion, C7H10 (charge -1). The level of theory is ωB97M-V with the def2-TZVPD basis set.

Output
HOMO-LUMO gap (spin up / spin down)   4.27 / 6.84 eV
Total charge   -1
F_max   1.6 eV/Å
HOMO (spin up / spin down)   -0.071 / -2.674 eV
E   -272.60989 hartree
E_LUMO (spin up / spin down)   4.2 / 4.2 eV
Spin multiplicity   2

Geometry (Å):
C (-0.43, -1.35, -1.44)
C (0.09, -0.04, -0.84)
C (-0.09, 1.11, -1.51)
C (1.65, -0.98, 0.86)
C (0.58, -0.15, 0.54)
C (0.08, 0.78, 1.50)
C (-1.24, 1.20, 1.59)
H (-1.07, -1.09, -2.27)
H (0.42, -2.02, -1.58)
H (-1.01, -1.82, -0.64)
H (-0.16, 2.01, -0.91)
H (-0.41, 1.16, -2.54)
H (1.82, -1.19, 1.90)
H (2.31, -1.40, 0.10)
H (0.80, 0.77, 2.33)
H (-1.50, 2.06, 2.20)
H (-1.84, 0.96, 0.72)



The highest E belongs to which entry?
C7H10



Among the records above, which one has the highest F_max?
C22H36CrF5N3O7Si4Te2



total charge of number 3 (AsF6H30O15)?
-1